[1]
18
Properties=species:S:1:pos:R:3:forces:R:3:mulliken_charge:R:1 method="wB97M-V/def2-TZVPD" homo_ev=-18.2 orbital_gap_ev=8.9 lumo_energy_ha=-0.3432 max_force_ha_per_bohr=0.0283 charge=+2
C -2.3043 1.8415 -0.6927 0.103 -0.468 0.103 -1.008
C -1.5994 0.7576 -0.3451 -0.428 0.527 -0.289 0.721
C 0.8423 -0.0425 -0.1060 1.036 0.966 0.345 -0.084
C -0.1636 0.8488 -0.1550 0.875 -0.422 0.092 -0.217
N 0.8723 -1.4817 -0.2651 0.136 0.516 0.085 1.047
N 3.7931 -0.5594 1.3575 -0.204 -0.150 0.141 -0.529
N -2.3044 -0.5181 -0.1560 -0.343 -0.542 0.072 -0.165
O -0.1827 -2.0536 -0.4132 -0.528 -0.826 -0.154 -0.703
O 1.9595 -1.9809 -0.2405 0.012 -0.833 -0.100 -0.537
I 2.9590 0.5630 0.0065 -0.435 0.457 -0.215 0.717
H -3.3678 1.7987 -0.8802 -0.139 -0.062 0.012 0.305
H -1.8534 2.8110 -0.8261 0.216 0.076 0.042 0.282
H 0.1622 1.8844 -0.0694 -0.026 -0.081 0.069 0.352
H 4.2308 -0.0384 2.1127 -0.169 0.117 -0.060 0.331
H 4.3878 -1.2943 0.9787 -0.162 0.120 -0.139 0.326
H -2.6570 -0.6090 0.8106 0.086 0.026 -0.268 0.401
H -1.6558 -1.3377 -0.3319 -0.273 0.575 0.080 0.317
H -3.1185 -0.5894 -0.7849 0.244 0.004 0.182 0.443

=====

[2]
7
Properties=species:S:1:pos:R:3:forces:R:3:mulliken_charge:R:1 method="wB97M-V/def2-TZVPD" smiles="O=S12([O-])O[NH+]1O2" homo_ev=-11.2 orbital_gap_ev=11.9 lumo_energy_ha=0.0223 max_force_ha_per_bohr=0.0838
N -1.0088 0.6200 0.5845 -4.285 -0.391 0.218 -0.100
O 2.0493 0.2162 -0.5439 0.063 0.233 0.163 -0.480
O 0.2318 -1.4809 -0.6200 0.559 -0.129 -0.213 -0.490
O 0.1497 0.1557 1.2151 0.736 -0.781 -0.145 -0.193
O -0.4318 0.8876 -0.6549 1.460 0.381 -1.227 -0.219
S 0.7349 -0.1989 -0.2776 -0.751 -0.703 -0.235 1.159
H -1.7251 -0.1998 0.2969 2.219 1.391 1.438 0.323